No. 1
C42H32F5N4O4PS2SbTi | wB97M-V/def2-TZVPD

Each line ends with the Mulliken spin population.
Geometry (Å):
1 Ti 0.3828 0.6047 0.3830  0.832
2 C 1.6530 -1.7629 2.5990  0.001
3 C 2.6458 -0.8007 2.0132  0.020
4 C 3.9989 -0.9912 2.2466  -0.005
5 C 4.9127 -0.0220 1.8765  0.009
6 C 4.4249 1.1719 1.3619  -0.011
7 C 3.0706 1.2976 1.1246  0.019
8 N 2.1936 0.2909 1.3545  -0.002
9 Sb 2.1911 3.2059 0.5108  -0.006
10 C 0.5417 2.7950 1.9350  0.030
11 C 0.2146 3.8869 2.7177  -0.006
12 C -0.6644 3.7213 3.7769  0.005
13 C -1.1422 2.4514 4.0427  -0.002
14 C -0.7915 1.3839 3.2284  0.007
15 C -1.2049 -0.0054 3.6166  0.011
16 N 0.0089 1.5733 2.1514  0.001
17 C 1.9095 2.2182 -1.4222  0.033
18 C 2.3183 2.9892 -2.4901  -0.005
19 C 2.2057 2.4746 -3.7721  0.002
20 C 1.6830 1.2079 -3.9102  -0.002
21 C 1.2762 0.4770 -2.7967  0.014
22 C 0.7517 -0.9078 -3.0314  -0.002
23 N 1.3980 0.9747 -1.5464  0.027
24 H 1.6489 -1.6195 3.6814  0.001
25 H 0.6461 -1.5948 2.2247  0.000
26 H 1.9426 -2.7972 2.4245  0.000
27 H 4.3228 -1.8982 2.7392  0.000
28 H 5.9729 -0.1720 2.0311  0.000
29 H 5.0809 2.0068 1.1552  0.000
30 H 0.6546 4.8502 2.4958  0.001
31 H -0.9428 4.5587 4.4030  0.000
32 H -1.7735 2.2692 4.9018  0.000
33 H -2.1313 0.0136 4.1862  0.000
34 H -1.3402 -0.6406 2.7480  -0.002
35 H -0.4361 -0.4333 4.2634  0.002
36 H 2.6888 3.9903 -2.3118  0.000
37 H 2.5007 3.0558 -4.6353  0.000
38 H 1.5685 0.7605 -4.8879  0.000
39 H 1.5859 -1.6099 -3.1009  0.001
40 H 0.0778 -1.2252 -2.2502  0.001
41 H 0.2145 -0.9434 -3.9780  0.001
42 O -0.0829 4.3161 -0.5656  0.002
43 S -0.9035 3.2556 -1.1153  0.002
44 O -0.8558 3.0551 -2.5293  0.001
45 O -0.6456 1.9627 -0.3746  0.009
46 C -2.5719 3.5180 -0.6135  -0.005
47 C -3.0974 4.7844 -0.8219  0.000
48 C -4.4303 5.0302 -0.5527  0.000
49 C -5.2367 3.9878 -0.1204  0.000
50 C -4.7053 2.7267 0.0906  0.000
51 C -3.3438 2.4710 -0.1133  0.005
52 P -2.9738 0.6611 0.1220  0.019
53 C -3.7085 0.0576 -1.4139  -0.005
54 C -4.9793 -0.5037 -1.4732  0.000
55 C -5.5359 -0.7950 -2.7107  0.000
56 C -4.8324 -0.5247 -3.8736  0.000
57 C -3.5588 0.0288 -3.8108  0.001
58 C -2.9939 0.3259 -2.5845  -0.004
59 C -3.9568 0.2529 1.5881  0.003
60 C -4.1742 1.2113 2.5785  0.000
61 C -4.8695 0.8746 3.7289  0.000
62 C -5.3619 -0.4127 3.8906  0.000
63 C -5.1348 -1.3737 2.9147  0.000
64 C -4.4233 -1.0480 1.7707  0.000
65 H -2.4412 5.5550 -1.2075  0.000
66 H -4.8423 6.0194 -0.6967  0.000
67 H -6.2909 4.1537 0.0555  0.000
68 H -5.3706 1.9356 0.4055  0.000
69 H -5.5361 -0.7033 -0.5666  0.000
70 H -6.5256 -1.2280 -2.7656  0.000
71 H -5.2809 -0.7340 -4.8355  0.000
72 H -3.0083 0.2436 -4.7173  0.000
73 H -2.0141 0.7816 -2.5338  0.008
74 H -3.8033 2.2191 2.4432  0.000
75 H -5.0339 1.6210 4.4955  0.000
76 H -5.9302 -0.6639 4.7763  0.000
77 H -5.5167 -2.3777 3.0420  0.000
78 H -4.2290 -1.8087 1.0280  0.000
79 F 2.7735 -6.0102 0.3452  0.000
80 C 1.7152 -5.2336 0.2224  0.000
81 C 1.8647 -3.8677 0.0725  0.001
82 F 3.0684 -3.3027 0.0840  0.000
83 C 0.7467 -3.0624 -0.0634  -0.006
84 F 0.9804 -1.7248 -0.1492  -0.038
85 C -0.5373 -3.5749 -0.0735  0.009
86 S -2.0205 -2.6833 -0.4084  0.001
87 C -0.6639 -4.9508 0.1033  0.001
88 F -1.8917 -5.4649 0.1089  0.000
89 C 0.4338 -5.7759 0.2569  0.000
90 F 0.2730 -7.0721 0.4308  0.000
91 O -1.4018 -1.1726 -0.6816  -0.004
92 N -1.5309 -0.2150 0.4099  0.029

Values from the calculation:
LUMO energy (spin up / spin down) (eV): -5.5 / -5.6
Net charge: +2
Energy relative to the best compared isomer or geometry (same formula, charge and spin) (eV): 0.0000
Highest occupied orbital energy (spin up / spin down) (eV): -13.44 / -13.60
Spin multiplicity: 2
DFT total energy (eV): -132408.644
⟨S²⟩: 0.7532



No. 2
CHIS2 | wB97M-V/def2-TZVPD

Each line ends with the Löwdin charge.
Geometry (Å):
1 C -1.7515 0.2110 0.3325  -1.449
2 S -1.6215 1.7536 0.3324  0.708
3 S -1.7679 -1.3356 0.2436  0.706
4 I 2.2819 0.0356 -1.1496  0.335
5 H 2.8590 -0.6646 0.2410  -0.299

Values from the calculation:
LUMO energy (eV): 0.0
Net charge: 0
Energy relative to the best compared isomer or geometry (same formula, charge and spin) (eV): 0.0309
Highest occupied orbital energy (eV): -9.67
DFT total energy (eV): -30823.983



No. 3
C21H26GeN2ORu | wB97M-V/def2-TZVPD

Each line ends with the Löwdin charge.
Geometry (Å):
1 Ru -0.1542 -0.0592 -0.4403  1.216
2 C 4.1338 0.0311 -0.9153  -0.017
3 C 4.5747 -0.0275 0.4033  0.001
4 C 3.6480 -0.0560 1.4261  0.032
5 C 2.2905 -0.0370 1.1295  -0.203
6 N 1.8713 -0.0304 -0.1619  -0.049
7 C 2.7813 0.0200 -1.1552  -0.102
8 C 1.2043 0.0176 2.1022  -0.182
9 C 1.3860 0.1104 3.4832  0.005
10 C 0.2890 0.2016 4.3194  -0.042
11 C -0.9922 0.1990 3.7816  -0.038
12 C -1.1807 0.1027 2.4073  -0.083
13 C -0.0839 0.0193 1.5670  -0.223
14 H 4.8247 0.0770 -1.7443  0.127
15 H 5.6332 -0.0439 0.6261  0.132
16 H 3.9690 -0.0875 2.4567  0.124
17 H 2.3969 0.0605 -2.1650  0.103
18 H 2.3804 0.1129 3.9099  0.119
19 H 0.4282 0.2714 5.3890  0.122
20 H -1.8514 0.2652 4.4360  0.121
21 H -2.1913 0.0806 2.0162  0.099
22 O -2.2655 0.1778 -0.7628  -0.181
23 C -2.8680 1.4429 -0.4524  -0.100
24 C -1.7615 2.4307 -0.2496  -0.215
25 C -2.0317 3.7813 -0.1340  0.028
26 C -0.9868 4.6666 0.0643  0.011
27 C 0.3089 4.1738 0.1405  0.000
28 C 0.5108 2.8177 0.0264  -0.062
29 N -0.5063 1.9571 -0.1786  -0.014
30 H -2.9054 -0.5442 -0.7171  0.098
31 H -3.4686 1.3621 0.4564  0.146
32 H -3.5118 1.7516 -1.2770  0.152
33 H -3.0539 4.1291 -0.2023  0.141
34 H -1.1795 5.7268 0.1586  0.135
35 H 1.1549 4.8274 0.2956  0.130
36 H 1.4988 2.3911 0.1003  0.116
37 C 0.2701 -1.4721 -2.9734  -0.230
38 Ge -0.8896 -2.5816 -1.8318  0.813
39 C -2.7192 -2.3783 -2.4624  -0.204
40 C -0.2822 -4.4174 -1.7085  -0.182
41 C -0.7487 -1.8923 0.1115  -0.249
42 H 0.0984 -1.7392 -4.0173  0.051
43 H 1.3203 -1.6471 -2.7498  0.012
44 H 0.0555 -0.3925 -2.9342  0.015
45 H -2.8216 -2.9954 -3.3561  0.046
46 H -2.9395 -1.3517 -2.7500  0.024
47 H -3.4588 -2.7368 -1.7439  0.042
48 H -0.4005 -4.8797 -2.6887  0.043
49 H -0.8834 -4.9674 -0.9867  0.040
50 H 0.7649 -4.4695 -1.4160  0.038
51 H 0.0335 -2.3284 0.7378  0.047
52 H -1.6912 -2.0700 0.6296  0.049

Values from the calculation:
LUMO energy (eV): -7.9
Net charge: +2
Energy relative to the best compared isomer or geometry (same formula, charge and spin) (eV): 0.0000
Highest occupied orbital energy (eV): -14.52
DFT total energy (eV): -86309.061



No. 4
C9H21N2 | wB97M-V/def2-TZVPD

Each line ends with the Löwdin charge.
Geometry (Å):
1 C 2.0525 0.6405 -1.2670  -0.037
2 C 1.1195 0.6980 -0.1208  -0.556
3 C 0.5442 2.0911 -0.2411  -0.067
4 C 1.7956 0.5710 1.2775  -0.018
5 N 0.0782 -0.4380 -0.1222  0.070
6 C 0.7179 -1.7813 0.0558  -0.020
7 N 1.9565 -2.0691 0.2255  0.219
8 C -1.4399 -0.5102 -0.0451  -0.533
9 C -1.9866 -1.8312 -0.4941  -0.075
10 C -1.8494 -0.0133 1.3876  -0.016
11 C -2.0341 0.4990 -1.1273  -0.011
12 H 2.5864 -0.2343 -1.6110  0.089
13 H 1.4387 1.0731 -1.9809  0.068
14 H 2.8807 1.3243 -0.9107  0.135
15 H 1.3409 2.9117 0.1461  0.160
16 H -0.1703 2.1372 0.6412  0.076
17 H -0.0579 2.4448 -1.0788  0.081
18 H 1.9559 1.5258 1.7672  0.093
19 H 1.1032 0.0400 1.9528  0.100
20 H 2.7351 0.1138 1.1422  0.058
21 H -0.0022 -2.5023 0.3187  0.114
22 H 2.2567 -2.8840 0.7700  0.174
23 H 2.6051 -1.3772 0.1453  0.053
24 H -1.5398 -2.0612 -1.5208  0.130
25 H -1.9396 -2.7047 0.1827  0.093
26 H -3.0687 -1.7200 -0.4871  0.099
27 H -2.9318 0.1527 1.4758  0.088
28 H -1.3800 1.1028 1.4896  0.114
29 H -1.5369 -0.5464 2.2876  0.076
30 H -3.0529 0.3416 -1.2423  0.058
31 H -1.7440 1.5402 -0.9593  0.060
32 H -1.5187 0.1011 -2.0924  0.127

Values from the calculation:
LUMO energy (eV): -3.5
Net charge: +1
SMILES: CC(C)(C)N(C=[NH2+])C(C)(C)C
Energy relative to the best compared isomer or geometry (same formula, charge and spin) (eV): 1.9048
Highest occupied orbital energy (eV): -13.63
DFT total energy (eV): -12645.043